# 1
Molecular formula: C20H20ClN3O12Ru
Method: DFT, wB97M-V/def2-TZVPD

The geometry in ORCA input format:
```
! wB97M-V def2-TZVPD RIJCOSX def2/J DEFGRID3
* xyz -1 2
Ru -0.903 -0.396 0.875
O -1.666 -0.311 3.956
C -2.474 -1.435 3.674
C -3.424 -1.242 2.509
N -2.858 -1.134 1.125
C -3.620 -0.067 0.448
C -3.162 1.270 1.078
O -3.903 2.230 1.056
O -1.977 1.238 1.637
C -2.864 -2.445 0.447
C -1.766 -2.607 -0.616
O -1.896 -3.453 -1.474
O -0.724 -1.835 -0.487
H -1.894 0.422 3.364
H -1.823 -2.296 3.522
H -3.119 -1.646 4.537
H -4.147 -2.064 2.504
H -3.995 -0.331 2.700
H -3.380 -0.067 -0.612
H -4.699 -0.181 0.585
H -2.643 -3.204 1.200
H -3.839 -2.667 0.008
O 4.249 -1.796 3.122
C 4.384 -0.691 2.402
O 5.439 -0.112 2.304
C 3.163 -0.176 1.730
C 3.129 0.960 0.938
N 1.875 1.118 0.505
N 1.092 0.147 0.960
C 1.840 -0.646 1.714
C 1.123 -1.781 2.371
O 1.745 -2.582 3.067
O -0.138 -1.829 2.135
H 3.310 -2.140 3.119
H 3.924 1.634 0.671
H 1.395 1.853 -0.038
C 1.688 3.151 -3.809
C 1.913 1.753 -3.309
C 3.174 1.342 -2.890
C 3.370 0.062 -2.397
Cl 4.959 -0.399 -1.848
C 2.328 -0.843 -2.318
C 1.068 -0.446 -2.741
C 0.864 0.837 -3.223
O -0.412 1.178 -3.635
C -1.121 2.066 -2.760
C -0.808 1.757 -1.293
O -0.028 2.506 -0.696
O -1.333 0.673 -0.874
H 2.623 3.587 -4.161
H 1.298 3.786 -3.011
H 0.966 3.160 -4.626
H 4.010 2.028 -2.944
H 2.485 -1.836 -1.918
H 0.228 -1.119 -2.657
H -2.178 1.912 -2.968
H -0.849 3.104 -2.961
*
```

E_LUMO (alpha / beta): 0.0970 / 0.0623 Eh
relative energy (zero: lowest compared OMol25 entry of this formula, charge and spin): 14.2 kJ/mol
HOMO-LUMO gap (alpha / beta): 9.077 / 8.010 eV

---

# 2
Molecular formula: CH2N2O3
Method: DFT, wB97M-V/def2-TZVPD

The geometry in ORCA input format:
```
! wB97M-V def2-TZVPD RIJCOSX def2/J DEFGRID3
* xyz 0 1
H 1.941 1.133 0.549
N 1.070 0.700 0.265
N 1.002 -0.406 -0.180
O 1.755 -1.273 -0.457
O -0.449 -0.692 -0.461
C -1.470 0.064 0.001
O -1.532 0.938 0.787
H -2.318 -0.464 -0.503
*
```

structure (SMILES): [H]/N=[N+](\[O-])OC=O
E_LUMO: 0.0200 Eh
relative energy (zero: lowest compared OMol25 entry of this formula, charge and spin): 264.2 kJ/mol
HOMO-LUMO gap: 11.353 eV

---

# 3
Molecular formula: C3H7NO
Method: DFT, wB97M-V/def2-TZVPD

The geometry in ORCA input format:
```
! wB97M-V def2-TZVPD RIJCOSX def2/J DEFGRID3
* xyz 0 1
C -0.989 0.905 -0.131
C -0.819 -0.652 0.156
C 0.589 -1.120 0.077
N 1.652 -0.509 -0.227
O 1.839 0.832 0.113
H -0.625 1.153 -1.124
H -0.478 1.503 0.618
H -2.051 1.136 -0.071
H -1.424 -1.239 -0.541
H -1.175 -0.825 1.177
H 0.727 -2.197 0.089
H 2.755 1.014 -0.136
*
```

structure (SMILES): CC/C=N\O
E_LUMO: 0.0344 Eh
relative energy (zero: lowest compared OMol25 entry of this formula, charge and spin): 289.6 kJ/mol
HOMO-LUMO gap: 10.073 eV

---

# 4
Molecular formula: C24H51IN4O4PS
Method: DFT, wB97M-V/def2-TZVPD

The geometry in ORCA input format:
```
! wB97M-V def2-TZVPD RIJCOSX def2/J DEFGRID3
* xyz -1 3
C -2.513 2.635 -2.375
C -2.143 1.749 -3.650
O -1.988 2.661 -4.735
C -0.711 2.565 -5.380
P 0.655 3.662 -4.557
O 1.762 2.303 -4.775
I 1.497 4.473 -6.852
C 2.000 4.757 -3.757
N 3.025 4.059 -2.979
C 2.513 3.321 -1.817
N -0.510 5.076 -4.358
C -0.924 5.527 -5.391
S -2.041 5.868 -6.550
H -1.595 3.195 -2.064
H -3.238 3.401 -2.771
H -2.977 2.039 -1.552
H -3.068 1.128 -3.846
H -1.241 1.117 -3.448
H -0.760 2.832 -6.471
H -0.350 1.497 -5.356
H 0.187 3.172 -3.288
H 1.683 1.687 -4.029
H 1.490 5.488 -3.065
H 2.513 5.381 -4.529
H 3.673 3.522 -3.547
H 3.326 3.304 -1.032
H 2.256 2.245 -2.006
H 1.669 3.909 -1.374
C 5.564 -0.650 2.379
C 4.667 0.489 1.834
C 3.942 1.181 3.002
C 2.805 0.347 3.585
C 1.842 -0.107 2.494
C 2.542 -0.812 1.322
N 3.722 -0.053 0.814
O 3.267 0.964 0.100
C 2.973 -2.229 1.758
C 1.502 -1.071 0.218
C 5.665 1.491 1.223
H 6.547 -0.278 2.679
H 5.152 -1.134 3.265
H 5.744 -1.414 1.620
H 3.530 2.139 2.666
H 4.658 1.419 3.793
H 3.203 -0.515 4.132
H 2.262 0.943 4.325
H 1.086 -0.766 2.930
H 1.301 0.773 2.128
H 3.561 -2.718 0.976
H 2.099 -2.858 1.945
H 3.549 -2.250 2.681
H 1.005 -0.159 -0.115
H 0.714 -1.737 0.581
H 1.960 -1.548 -0.652
H 6.211 1.044 0.388
H 6.400 1.804 1.969
H 5.184 2.403 0.868
C -4.225 -4.024 -0.050
C -3.151 -3.999 1.066
C -3.687 -4.720 2.316
C -4.731 -3.911 3.079
C -4.218 -2.512 3.395
C -3.688 -1.765 2.159
N -2.746 -2.590 1.349
O -1.586 -2.620 1.986
C -4.876 -1.308 1.285
C -3.050 -0.443 2.625
C -1.990 -4.831 0.488
H -4.167 -4.942 -0.640
H -5.244 -3.987 0.334
H -4.089 -3.199 -0.752
H -2.858 -4.944 2.997
H -4.115 -5.685 2.031
H -5.666 -3.860 2.511
H -4.978 -4.428 4.011
H -5.015 -1.933 3.869
H -3.422 -2.600 4.143
H -4.526 -0.862 0.351
H -5.467 -0.550 1.803
H -5.575 -2.105 1.042
H -2.258 -0.594 3.360
H -3.795 0.198 3.102
H -2.632 0.111 1.781
H -1.577 -4.359 -0.407
H -2.336 -5.828 0.208
H -1.180 -4.978 1.203
*
```

E_LUMO (alpha / beta): 0.0684 / 0.0434 Eh
HOMO-LUMO gap (alpha / beta): 5.998 / 5.316 eV

---

# 5
Molecular formula: C21H39N3S2
Method: DFT, wB97M-V/def2-TZVPD

The geometry in ORCA input format:
```
! wB97M-V def2-TZVPD RIJCOSX def2/J DEFGRID3
* xyz 0 1
N 5.541 0.586 -1.709
C 4.125 0.275 -1.487
C 3.423 -0.476 -2.535
C 1.950 -0.875 -2.350
C 1.269 -0.467 -1.111
C -0.232 -0.898 -0.875
C -1.259 0.289 -1.037
C -2.798 -0.167 -0.864
S -3.021 -1.955 -0.448
C 1.934 0.326 -0.023
N 1.463 0.785 1.198
S 2.763 1.593 1.893
N 4.005 1.442 0.772
C 3.390 0.703 -0.230
H 5.968 0.459 -0.774
H 5.893 -0.232 -2.231
H 3.925 -0.781 -3.492
H 1.446 -1.476 -3.147
H -0.448 -1.690 -1.652
H -0.276 -1.347 0.164
H -1.057 1.151 -0.328
H -1.171 0.738 -2.076
H -3.334 0.430 -0.068
H -3.364 0.016 -1.827
H -2.232 -2.254 0.650
C 2.768 -6.217 3.318
C 3.401 -4.860 3.601
C 2.651 -3.695 2.954
C 2.596 -3.723 1.424
C 3.954 -3.757 0.724
C 4.806 -2.525 1.003
H 2.775 -6.451 2.252
H 3.319 -7.006 3.834
H 1.733 -6.244 3.669
H 4.446 -4.868 3.279
H 3.415 -4.702 4.684
H 3.107 -2.757 3.285
H 1.624 -3.679 3.335
H 2.043 -2.840 1.083
H 2.010 -4.588 1.096
H 3.785 -3.827 -0.356
H 4.509 -4.658 1.005
H 4.286 -1.617 0.688
H 5.745 -2.583 0.447
H 5.052 -2.432 2.063
C -6.298 5.292 0.693
C -5.848 5.521 -0.745
C -5.812 4.241 -1.580
C -4.833 3.170 -1.092
C -3.373 3.617 -0.990
C -2.773 4.026 -2.330
H -5.610 4.638 1.232
H -6.342 6.242 1.231
H -7.294 4.842 0.721
H -4.868 6.009 -0.750
H -6.541 6.223 -1.219
H -5.578 4.504 -2.616
H -6.817 3.804 -1.602
H -4.895 2.312 -1.770
H -5.155 2.801 -0.113
H -2.785 2.787 -0.584
H -3.272 4.440 -0.277
H -2.824 3.200 -3.045
H -1.722 4.296 -2.205
H -3.289 4.887 -2.759
*
```

E_LUMO: -0.0346 Eh
relative energy (zero: lowest compared OMol25 entry of this formula, charge and spin): 239.3 kJ/mol
HOMO-LUMO gap: 7.179 eV

---

# 6
Molecular formula: C5H6O2
Method: DFT, wB97M-V/def2-TZVPD

The geometry in ORCA input format:
```
! wB97M-V def2-TZVPD RIJCOSX def2/J DEFGRID3
* xyz 0 1
C 0.886 0.382 1.689
C -0.079 -0.058 0.621
O -0.526 1.054 -0.216
C 0.503 -0.785 -0.602
O 1.222 -1.726 -0.754
C -0.271 0.101 -1.514
C -1.401 0.202 -2.166
H 0.369 1.002 2.425
H 1.700 0.962 1.245
H 1.303 -0.501 2.184
H -0.947 -0.600 1.012
H -1.524 1.001 -0.832
H -1.686 -0.339 -3.065
*
```

E_LUMO: 0.0030 Eh
relative energy (zero: lowest compared OMol25 entry of this formula, charge and spin): 512.2 kJ/mol
HOMO-LUMO gap: 9.444 eV

---

What did the sixth record say?
Molecular formula: C5H6O2
Method: DFT, wB97M-V/def2-TZVPD

The geometry in ORCA input format:
```
! wB97M-V def2-TZVPD RIJCOSX def2/J DEFGRID3
* xyz 0 1
C 0.886 0.382 1.689
C -0.079 -0.058 0.621
O -0.526 1.054 -0.216
C 0.503 -0.785 -0.602
O 1.222 -1.726 -0.754
C -0.271 0.101 -1.514
C -1.401 0.202 -2.166
H 0.369 1.002 2.425
H 1.700 0.962 1.245
H 1.303 -0.501 2.184
H -0.947 -0.600 1.012
H -1.524 1.001 -0.832
H -1.686 -0.339 -3.065
*
```

E_LUMO: 0.0030 Eh
relative energy (zero: lowest compared OMol25 entry of this formula, charge and spin): 512.2 kJ/mol
HOMO-LUMO gap: 9.444 eV